(1)
This record from the OMol25 dataset describes C14H26Cl2O2Sn as an isolated structure. The level of theory is ωB97M-V/def2-TZVPD.

Structure (XYZ):
```
45
Properties=species:S:1:pos:R:3:forces:R:3
C -1.549299 -1.160697 -1.519274 0.7 0.1 -0.7
C -0.285914 -1.763596 -1.787223 -0.3 0.6 -0.2
C 0.609005 -0.744198 -2.239260 -0.1 -0.5 0.5
C 0.036058 -3.223313 -1.670863 -0.1 0.2 -0.2
C -0.099415 0.490149 -2.264744 -0.7 0.1 0.6
C -1.454902 0.234429 -1.822313 0.8 -0.3 0.0
C -2.559693 1.250713 -1.719225 0.3 -0.3 -0.2
C -2.772254 -1.906981 -1.080914 0.2 0.1 -0.2
C 2.007713 -0.995866 -2.731281 -0.4 0.0 0.1
C 0.433117 1.812802 -2.766491 -0.3 -0.5 0.0
Sn 0.041386 0.014275 0.269253 0.6 1.6 1.0
Cl 0.808133 -1.996565 1.188059 0.5 -2.7 0.1
Cl -1.926571 -0.167188 1.436761 -0.9 -0.2 0.8
O -0.175919 1.961455 0.524154 0.4 2.2 -1.3
H -0.565771 -3.693203 -0.883148 0.2 0.0 -0.2
H 1.099907 -3.376398 -1.448124 -0.3 -0.1 0.0
H -0.198942 -3.701199 -2.632754 0.1 -0.2 0.1
H 2.547696 -1.675690 -2.056651 0.0 0.2 -0.2
H 2.557418 -0.051898 -2.818426 0.1 -0.2 0.0
H 1.932596 -1.467200 -3.724125 0.4 0.1 0.1
H 1.499680 1.921542 -2.521096 -0.3 0.1 -0.1
H -0.133138 2.648176 -2.334879 0.2 -0.2 -0.1
H 0.315036 1.822082 -3.861796 0.2 0.3 0.1
H -2.158862 2.255430 -1.526560 -0.2 -0.3 0.1
H -3.257815 0.991399 -0.913871 0.1 0.3 -0.1
H -3.085438 1.241577 -2.685858 -0.2 0.2 0.2
H -2.531709 -2.646547 -0.305000 -0.1 0.2 -0.1
H -3.159074 -2.424282 -1.967651 -0.3 -0.1 0.2
H -3.524956 -1.215216 -0.693675 0.1 -0.2 0.0
H 0.728868 2.329910 0.404782 -1.1 -0.3 0.1
O -4.237841 2.171672 1.926810 -0.5 0.8 0.0
H -4.377749 3.143091 1.957668 0.1 -0.7 0.0
C 1.102922 2.567347 3.181207 0.2 0.0 -0.4
C 2.174307 1.927002 2.286575 0.4 0.4 0.4
C 3.448040 1.704337 3.124788 -0.2 0.3 -0.3
C 1.803664 0.596597 1.727254 -0.6 -0.7 -1.1
H 0.850609 1.891490 3.995694 0.0 -0.1 0.1
H 0.189446 2.802029 2.642588 -0.1 -0.2 -0.1
H 1.490603 3.490135 3.609894 0.1 0.2 0.2
H 2.457029 2.621438 1.482035 -0.1 0.1 0.0
H 3.244332 1.023664 3.944347 -0.1 -0.2 0.2
H 4.240301 1.284265 2.515099 0.2 -0.2 -0.1
H 3.796177 2.643153 3.531610 0.3 0.4 0.3
H 2.603956 0.133730 1.159138 0.6 -0.2 0.3
H 1.504943 -0.040552 2.548250 0.0 -0.3 0.1
```
Positions in Å, forces in eV/Å.

Results
Charge: -2
LUMO level, eV: 4.9
Spin multiplicity: 1
E, hartree: -1834.13992
Frontier orbital gap, Eh: 0.1623

(2)
This record from the OMol25 dataset describes C40H39MnN7O4S as an isolated structure. The level of theory is ωB97M-V/def2-TZVPD.

Structure (XYZ):
```
92
Properties=species:S:1:pos:R:3:forces:R:3
Mn 0.005837 -0.251283 0.230961 -0.1 0.1 -0.1
O -1.399505 1.184439 1.290537 0.0 0.3 0.0
C -2.139493 1.091199 2.265697 0.0 0.1 0.1
C -2.254880 -0.044526 3.134390 0.3 -0.4 -0.1
C -3.022528 0.045447 4.294584 -0.1 0.0 0.2
C -3.088752 -1.012794 5.168553 0.2 0.0 -0.4
C -2.388536 -2.206792 4.904660 -0.1 0.1 0.1
C -1.648332 -2.327912 3.767144 0.0 0.0 -0.1
C -1.552612 -1.261480 2.818348 -0.3 0.1 0.1
O -0.879493 -1.407714 1.754344 0.3 -0.2 0.0
N -3.873839 -0.894258 6.376162 -0.2 0.0 0.3
O -4.481497 0.146695 6.571288 0.1 -0.1 -0.1
O -3.888315 -1.843624 7.143583 0.0 0.1 -0.1
H -2.766005 1.960432 2.532437 0.0 0.0 0.0
H -3.562704 0.953903 4.529492 0.0 0.0 0.0
H -2.451258 -3.008158 5.626616 0.0 0.0 0.0
H -1.115403 -3.241966 3.539762 0.0 0.0 0.0
S 7.946269 -0.088766 0.746113 -0.2 0.0 0.0
N 6.798940 -0.239390 1.875163 0.2 0.0 0.1
C 5.639323 -0.285183 1.248649 0.2 0.0 -0.4
C 4.344407 -0.399746 1.870361 -0.5 0.0 -0.1
C 4.174771 -0.505258 3.250701 0.0 0.0 0.0
C 2.899407 -0.576109 3.757492 0.1 0.0 0.0
C 1.829220 -0.543900 2.868989 -0.2 0.0 0.2
N 1.965779 -0.467522 1.554969 0.0 0.1 -0.1
C 3.207920 -0.399755 1.039004 0.1 0.0 0.7
C 3.335889 -0.327618 -0.410681 0.2 0.0 -0.8
N 2.203519 -0.360647 -1.134544 0.2 0.0 0.4
C 2.307109 -0.319833 -2.450272 -0.1 0.0 -0.2
C 3.517276 -0.203613 -3.134679 0.1 0.0 0.1
C 4.681569 -0.152444 -2.409058 0.0 0.0 0.0
C 4.601078 -0.227648 -1.018694 -0.5 0.0 0.0
C 5.763628 -0.192756 -0.169833 0.1 0.0 0.4
N 7.013668 -0.077790 -0.575179 0.2 0.0 0.0
H 5.047132 -0.532609 3.890061 0.0 0.0 0.0
H 2.713372 -0.657117 4.818614 0.0 0.0 0.0
H 0.815844 -0.587744 3.246730 0.0 0.0 -0.1
H 1.384354 -0.381828 -3.009927 -0.1 0.0 0.0
H 3.519156 -0.156668 -4.214171 0.0 0.0 0.0
H 5.652287 -0.061026 -2.877606 0.0 0.0 0.0
C 3.076103 2.882696 -0.113000 -0.1 -0.1 0.0
C 1.627681 2.718089 0.354990 0.1 0.1 0.1
C 1.499229 3.136230 1.823600 0.0 -0.1 -0.1
C 0.665853 3.488263 -0.525550 0.0 -0.1 -0.1
C 0.845651 4.860514 -0.592834 0.0 0.0 0.0
C 0.024919 5.653368 -1.370968 0.0 0.0 0.0
C -1.046388 5.062843 -2.004610 0.1 0.0 0.0
C -1.300014 3.691343 -1.953294 -0.1 0.0 0.2
C -2.675428 3.344884 -2.553373 0.1 -0.3 -0.1
C -3.444130 2.164564 -1.947377 0.1 0.2 0.1
C -2.658927 3.290766 -4.090083 0.0 0.0 0.2
C -0.363745 2.864857 -1.271915 0.0 0.5 -0.2
N -0.413634 1.456026 -1.298251 0.0 -0.2 0.2
C -0.692247 0.861097 -2.411424 -0.1 0.2 0.0
C -0.902605 -0.532052 -2.507691 -0.1 -0.3 -0.1
C -1.308937 -1.274900 -3.622848 0.0 0.3 0.0
C -1.341269 -2.598202 -3.209431 0.1 -0.2 0.0
C -0.928665 -2.623472 -1.864557 0.1 0.0 -0.2
N -0.686301 -1.371217 -1.431059 0.0 -0.1 -0.1
C -0.753576 -3.856856 -1.005270 0.0 0.1 0.2
C -0.675254 -5.112042 -1.876900 0.0 0.1 0.0
C -1.964007 -3.981793 -0.064986 0.1 0.0 0.0
C 0.539748 -3.754535 -0.184977 -0.1 0.0 -0.1
H 3.750414 2.304863 0.524361 0.0 0.0 0.0
H 3.380562 3.928121 -0.060996 0.0 0.0 0.0
H 3.194714 2.543697 -1.144238 0.0 0.0 0.0
H 1.377876 1.661301 0.296202 0.0 0.0 -0.1
H 1.810199 4.171911 1.967536 0.0 0.0 0.0
H 2.134396 2.500902 2.446989 0.0 0.0 0.0
H 0.469227 3.037720 2.161561 -0.1 0.0 0.0
H 1.649220 5.317273 -0.028282 0.0 0.0 0.0
H 0.188941 6.720751 -1.440071 0.0 0.0 0.0
H -1.744699 5.693262 -2.544428 0.0 0.0 0.0
H -3.275531 4.222709 -2.298594 0.1 0.0 0.0
H -3.172115 1.203988 -2.370554 0.1 -0.2 -0.1
H -4.510073 2.305025 -2.135772 0.0 0.0 0.0
H -3.286948 2.115180 -0.868645 0.0 0.0 0.0
H -2.262587 2.348534 -4.468517 0.0 -0.1 0.0
H -2.051396 4.100971 -4.494212 0.0 0.0 -0.1
H -3.674165 3.397523 -4.476775 0.0 0.0 0.0
H -0.730117 1.430507 -3.337942 -0.2 0.1 -0.1
H -1.571729 -0.873867 -4.590761 0.0 0.0 0.0
H -1.622055 -3.448999 -3.808918 0.0 0.0 0.0
H -1.612428 -5.282320 -2.408314 0.0 0.0 0.0
H -0.479354 -5.982451 -1.248122 0.0 0.0 0.0
H 0.130248 -5.030312 -2.608952 0.0 0.0 0.0
H -2.879676 -4.109316 -0.645370 0.0 0.0 0.0
H -2.063229 -3.084716 0.541969 0.0 0.0 0.1
H -1.847050 -4.844271 0.596430 0.0 0.0 0.0
H 1.413374 -3.737780 -0.841375 0.0 0.0 0.0
H 0.622419 -4.612538 0.485616 0.0 0.0 0.0
H 0.548605 -2.851277 0.418420 0.0 0.0 0.1
```
Positions in Å, forces in eV/Å.

Results
LUMO level (alpha / beta), eV: -1.1 / -1.1
⟨S²⟩: 8.75
Spin multiplicity: 6
Energy relative to the best compared isomer or geometry (same formula, charge and spin), eV: 0.000
E, hartree: -3781.17185
Frontier orbital gap (alpha / beta), Eh: 0.2248 / 0.2244

(3)
This record from the OMol25 dataset describes an isolated ion of composition C5H13N2 and charge +1. The level of theory is ωB97M-V/def2-TZVPD.

Structure (XYZ):
```
20
Properties=species:S:1:pos:R:3:forces:R:3
C 1.540499 0.646063 2.087832 -1.4 0.6 0.7
C 1.484715 1.198363 0.681347 1.6 0.2 -1.3
C 1.272164 0.254626 -0.484352 -0.7 -2.5 -1.2
C -0.092224 -0.418891 -0.541861 -0.1 2.6 1.4
C -1.028103 0.111150 -1.338497 -0.9 -0.8 0.2
N -2.358558 -0.568704 -1.285321 0.1 -0.1 0.4
N -0.540719 -1.204992 0.534520 0.1 -1.2 0.0
H 1.970784 1.445356 2.687668 0.7 -0.4 0.2
H 0.598714 0.518972 2.633639 -0.4 -0.2 -0.5
H 2.038882 -0.318283 2.148930 0.5 0.2 0.0
H 2.514174 1.527460 0.525930 0.2 0.0 -0.1
H 0.978909 2.129787 0.459322 -0.8 0.1 0.7
H 1.405958 0.583950 -1.517117 0.2 1.1 0.3
H 1.980774 -0.585231 -0.510300 0.2 0.1 0.6
H -1.071466 1.069469 -1.823025 0.6 -0.2 -0.6
H -2.737999 -0.852879 -2.185409 0.1 0.2 -0.3
H -3.076419 -0.026878 -0.799921 0.0 0.0 0.0
H -2.184296 -1.425012 -0.734953 -0.1 0.0 0.2
H 0.173107 -1.741817 1.014095 0.1 -0.1 -0.4
H -0.975318 -0.663202 1.272802 -0.2 0.2 -0.3
```
Positions in Å, forces in eV/Å.

Results
Charge: +1
LUMO level, eV: -3.4
Spin multiplicity: 1
Energy relative to the best compared isomer or geometry (same formula, charge and spin), eV: 2.349
E, hartree: -307.53530
Frontier orbital gap, Eh: 0.3790
SMILES string: CCC/C(N)=C/[NH3+]

(4)
This record from the OMol25 dataset describes a 2-piece molecular cluster, C5H14NO2 overall. The level of theory is ωB97M-V/def2-TZVPD.

Structure (XYZ):
```
22
Properties=species:S:1:pos:R:3:forces:R:3
C 2.325188 -0.331342 0.645954 2.9 -1.2 -3.4
C 1.175112 0.143583 -0.305509 -0.3 -1.5 1.1
C 0.480047 1.457421 0.138045 -2.1 -1.2 -0.9
C -1.035786 1.218044 0.007711 -2.7 0.1 -2.9
C -1.761420 0.490108 1.166634 4.9 -2.1 -0.2
O -1.370106 -0.852225 1.252107 -0.3 0.0 0.6
N 1.502546 0.333221 -1.740340 -2.5 -4.1 0.8
H 2.112022 -0.524882 1.632141 -1.4 0.0 2.3
H 2.811894 -1.379102 0.338866 -1.3 1.9 0.0
H 3.244363 0.285938 0.662162 -0.4 0.4 -0.2
H 0.447478 -0.814670 -0.142575 1.1 2.8 -0.8
H 0.588892 1.676270 1.165415 0.7 0.3 1.3
H 0.648844 2.361218 -0.466295 0.8 -0.5 0.0
H -1.302358 0.646941 -1.032147 0.9 1.1 2.3
H -1.631511 2.171611 -0.174803 0.9 -0.5 0.4
H -1.274832 0.936583 2.054335 -0.9 0.8 0.4
H -2.785489 0.585810 1.092494 -2.6 0.7 0.0
H 2.234519 0.915249 -1.937476 2.4 1.8 -0.2
H 1.692810 -0.621666 -2.110147 0.0 1.2 0.0
H -1.399593 -1.935234 0.109677 0.0 1.9 -1.9
H -1.089024 -1.320462 -1.394774 1.2 3.4 -1.1
O -1.369229 -2.045654 -0.943545 -1.4 -5.1 2.2
```
Positions in Å, forces in eV/Å.

Results
Charge: -1
LUMO level, eV: 3.9
Spin multiplicity: 1
Energy relative to the best compared isomer or geometry (same formula, charge and spin), eV: 2.163
E, hartree: -404.07509
Frontier orbital gap, Eh: 0.2462